Entry from the OMol25 dataset: C43H36N6O5PRuS3 as an isolated structure (the ωB97M-V functional and the def2-TZVPD basis).

Expectation value of S²: 0.756
Spin multiplicity: 2
Frontier orbital gap (spin up / spin down): 7.558 / 6.885 eV
Electronic energy: -3995.835035 Eh
Largest force on an atom: 0.0194 hartree/bohr
Energy above the lowest of the compared OMol25 structures with the same formula, charge and spin: 0.000 eV

```
95
Properties=species:S:1:pos:R:3:lowdin_spin:R:1
Ru 0.31820 0.92191 0.66978 0.835
N -1.53202 4.68201 1.51027 0.004
C -0.94813 3.58141 0.98944 0.011
S -1.25535 2.07053 1.83183 0.087
N -0.22121 3.73727 -0.07839 0.007
N 0.32275 2.57663 -0.52256 -0.006
C 0.98873 2.57129 -1.62225 0.002
C 1.11827 3.75236 -2.50197 0.000
C 2.37629 4.23561 -2.85126 0.000
C 2.49041 5.33574 -3.68780 0.000
C 1.34987 5.94692 -4.18881 0.000
C 0.09441 5.46288 -3.84597 0.000
C -0.02510 4.37325 -2.99801 0.000
C 1.61774 1.28491 -1.96787 0.004
C 2.21833 1.05953 -3.20024 0.000
C 2.82789 -0.15930 -3.43434 0.004
C 2.85171 -1.10364 -2.42356 0.000
C 2.21075 -0.81771 -1.23116 0.003
N 1.57098 0.32984 -1.02027 0.006
H -2.24613 4.57023 2.20652 0.000
H -1.54263 5.51101 0.94008 0.000
H 3.26482 3.76178 -2.45136 0.000
H 3.47027 5.71707 -3.94392 0.000
H 1.43932 6.80358 -4.84442 0.000
H -0.79613 5.93914 -4.23511 0.000
H -0.99925 3.99593 -2.71226 0.000
H 2.20352 1.83429 -3.95291 0.000
H 3.29466 -0.35999 -4.38996 0.000
H 3.35424 -2.05261 -2.54539 0.000
H 2.20525 -1.51358 -0.41104 0.000
O 4.01522 2.46840 2.27785 0.004
S 2.85648 1.63476 2.16562 0.001
O 1.57835 2.34204 1.86422 -0.003
O 2.96647 0.50138 1.24717 0.040
C 2.56233 0.88698 3.74892 0.000
C 3.40555 1.21143 4.80045 0.000
C 3.25668 0.58291 6.02627 0.000
C 2.27647 -0.38495 6.18663 0.000
C 1.43909 -0.70389 5.12983 0.000
C 1.54828 -0.06008 3.89750 -0.001
P 0.41807 -0.62206 2.54741 -0.007
C -1.21194 -0.68680 3.36427 -0.001
C -1.51993 0.06095 4.49788 0.000
C -2.81869 0.09376 4.98551 0.000
C -3.82626 -0.60792 4.34221 0.000
C -3.53228 -1.34262 3.20256 0.001
C -2.23629 -1.37781 2.71562 0.000
C 1.01006 -2.35318 2.49188 -0.001
C 2.31807 -2.54270 2.04052 0.000
C 2.86616 -3.81401 2.00192 0.000
C 2.11773 -4.91053 2.41565 0.000
C 0.82503 -4.72353 2.87672 0.000
C 0.27143 -3.44868 2.91874 0.000
H 4.18061 1.94656 4.63320 0.000
H 3.91553 0.83648 6.84630 0.000
H 2.16486 -0.90012 7.13186 0.000
H 0.68777 -1.47277 5.26499 0.000
H -0.75500 0.64343 4.99289 0.000
H -3.04177 0.68377 5.86509 0.000
H -4.83996 -0.57253 4.71985 0.000
H -4.31356 -1.87758 2.67837 0.000
H -2.02886 -1.94624 1.81919 0.000
H 2.90886 -1.68529 1.73688 0.000
H 3.88339 -3.94911 1.65627 0.000
H 2.54693 -5.90388 2.38683 0.000
H 0.23933 -5.57073 3.21035 0.000
H -0.73699 -3.32014 3.28811 0.000
C -2.30173 -1.68195 -6.80374 0.000
C -2.34470 -1.11832 -5.41035 0.000
C -1.44553 -0.13798 -5.00151 0.000
C -1.48761 0.37334 -3.71499 0.000
C -2.42744 -0.09808 -2.81286 0.000
C -3.35252 -1.05191 -3.21135 0.000
C -3.30348 -1.55667 -4.50034 0.000
S -2.45924 0.59232 -1.17319 0.002
O -2.17117 1.98831 -1.32741 0.001
O -3.72870 0.22410 -0.60214 0.003
N -1.22029 -0.13711 -0.37169 0.002
C -1.28952 -1.54060 -0.38304 -0.001
C -2.47117 -2.27743 -0.59847 0.002
C -2.40856 -3.65471 -0.63003 0.000
C -1.19924 -4.30600 -0.42467 0.002
C -0.10780 -3.50594 -0.15691 -0.001
N -0.14910 -2.17656 -0.13517 0.002
H -1.52206 -1.20776 -7.39840 0.000
H -3.25427 -1.53362 -7.31475 0.000
H -2.10603 -2.75542 -6.78392 0.000
H -0.71069 0.24148 -5.70234 0.000
H -0.81071 1.15955 -3.41657 0.000
H -4.12387 -1.37469 -2.52617 0.000
H -4.02974 -2.30047 -4.80721 0.000
H -3.42352 -1.78154 -0.68940 0.000
H -3.31889 -4.21773 -0.79707 0.000
H -1.11247 -5.38307 -0.43914 0.000
H 0.86033 -3.94555 0.07022 0.000
```

---

Entry from the OMol25 dataset: C56H128N10O14Pb2 as an isolated structure at a distorted geometry (the ωB97M-V functional and the def2-TZVPD basis).

Net charge: +2
Frontier orbital gap: 6.662 eV
Electronic energy: -4196.496485 Eh
Largest force on an atom: 0.0625 hartree/bohr

```
210
Properties=species:S:1:pos:R:3:lowdin_charge:R:1
Pb 2.78148 2.92495 -1.17724 1.613
Pb -3.25260 -2.70397 1.62471 1.620
C -0.90658 0.14731 -1.29573 0.029
C 0.03373 1.12930 -0.94852 -0.343
C 0.52063 1.41376 0.43502 -0.319
O 1.45693 2.24316 0.67873 -0.162
C -0.05649 0.65704 1.48070 0.021
C -1.07017 -0.24414 1.24436 -0.312
C -1.54938 -0.52721 -0.24679 -0.249
O -2.48154 -1.41181 -0.35131 -0.180
O -1.62146 -1.01621 2.08947 -0.190
O 0.56528 1.89574 -1.78724 -0.116
H -1.12005 -0.01400 -2.31436 0.084
H 0.43768 0.85876 2.48174 0.132
C 0.67255 -5.90798 2.52751 -0.031
C -0.32554 -4.83021 2.01911 -0.417
C -1.19841 -5.33853 0.85407 -0.177
O -1.86941 -4.24263 0.22327 -0.382
C -1.75812 -4.11790 -1.22465 -0.050
N -1.18965 -4.16242 2.99396 -0.003
H 0.26079 -6.86522 2.81466 0.073
H 1.34450 -5.55861 3.32873 0.059
H 1.30152 -6.19303 1.65403 0.087
H 0.32100 -4.10917 1.50916 0.114
H -1.98339 -6.04855 1.24666 0.146
H -0.60377 -5.91550 0.10380 0.144
H -0.76213 -3.78682 -1.47589 0.066
H -2.42732 -3.34870 -1.59967 0.050
H -1.97482 -5.03048 -1.66466 0.077
H -1.67940 -4.90029 3.60637 0.135
H -0.61439 -3.56743 3.58952 0.079
C 5.49051 -4.10167 -1.43542 -0.081
C 5.26104 -3.45092 -0.11319 -0.492
C 3.75442 -3.49345 0.17106 -0.179
O 3.05549 -2.49168 -0.60476 -0.196
C 1.68073 -2.35322 -0.17749 -0.058
N 5.93754 -4.19180 0.90750 0.028
H 6.55190 -4.16970 -1.75038 0.091
H 4.88355 -3.54191 -2.15913 0.067
H 5.20156 -5.18305 -1.32179 0.102
H 5.53549 -2.35414 -0.20033 0.155
H 3.73762 -3.23845 1.22665 0.096
H 3.35321 -4.49388 0.00923 0.126
H 1.08486 -3.19825 -0.56616 0.079
H 1.39357 -1.46900 -0.70350 0.067
H 1.57540 -2.27199 0.92105 0.084
H 6.12123 -3.69861 1.82060 0.096
H 6.88316 -4.44768 0.55015 0.094
C 4.97917 5.80819 -4.56023 -0.041
C 3.97494 4.82584 -3.96738 -0.416
C 4.42819 3.41495 -4.24983 -0.171
O 3.54798 2.42700 -3.64640 -0.368
C 3.32071 1.33698 -4.45728 -0.111
N 3.74102 5.00629 -2.51655 -0.019
H 4.98103 5.88517 -5.67366 0.103
H 6.01364 5.56639 -4.18587 0.104
H 4.76506 6.80985 -4.14722 0.083
H 2.98041 4.84250 -4.40458 0.148
H 5.37303 3.23209 -3.81232 0.122
H 4.56114 3.15508 -5.28893 0.128
H 4.07009 1.30032 -5.30689 0.118
H 2.36463 1.47080 -4.92160 0.087
H 3.28598 0.41236 -3.85225 0.098
H 3.45636 5.98559 -2.40457 0.095
H 4.60985 4.87230 -2.00932 0.082
C 4.87055 -3.51985 6.01682 -0.067
C 3.48670 -3.27909 5.50903 -0.458
C 3.60985 -2.79977 4.11370 -0.238
O 2.45333 -2.50171 3.34977 -0.212
C 1.65672 -1.49620 3.96518 -0.093
N 2.54983 -4.45370 5.52512 0.059
H 5.59401 -2.68534 5.91324 0.099
H 5.27758 -4.38282 5.55683 0.074
H 4.71893 -3.62172 7.07383 0.079
H 3.09369 -2.58445 6.24372 0.134
H 4.11004 -3.60817 3.56192 0.126
H 4.28909 -1.90911 4.19128 0.141
H 1.14441 -1.94129 4.81493 0.089
H 1.02194 -1.08362 3.17982 0.059
H 2.34226 -0.71989 4.37098 0.088
H 2.47847 -4.85700 6.47299 0.087
H 2.83050 -5.24042 4.98738 0.046
C 0.12708 6.84074 0.07593 0.003
C 1.30493 5.84691 -0.17381 -0.370
C 2.01382 5.35443 1.05294 -0.215
O 3.22875 4.76629 0.58607 -0.328
C 3.83777 4.08668 1.73653 -0.055
N 1.02669 4.70759 -1.08155 -0.005
H -0.33956 6.99631 -0.90199 0.076
H 0.34182 7.75959 0.56890 0.080
H -0.62296 6.36154 0.61623 0.043
H 2.15361 6.32618 -0.73537 0.134
H 1.37271 4.68809 1.64877 0.126
H 2.16587 6.28123 1.61302 0.146
H 3.01263 3.58983 2.26782 0.071
H 4.27320 4.79728 2.38878 0.084
H 4.62347 3.41042 1.31644 0.101
H 0.13421 4.23357 -0.91413 0.048
H 0.86487 5.07562 -2.04102 0.094
C -4.33614 0.07489 -4.54716 -0.051
C -4.80066 -1.02000 -3.55917 -0.385
C -6.05817 -1.76443 -3.99682 -0.217
O -7.19628 -0.99602 -3.68077 -0.204
C -8.32330 -1.17162 -4.51011 -0.104
N -3.75026 -2.06868 -3.24928 0.058
H -4.29686 -0.34570 -5.57412 0.088
H -3.38151 0.58094 -4.27859 0.074
H -5.09844 0.83047 -4.58101 0.065
H -4.95245 -0.45408 -2.61958 0.124
H -6.10973 -2.73478 -3.48504 0.114
H -6.11753 -2.05523 -5.08615 0.144
H -8.38481 -0.65081 -5.46471 0.087
H -9.18039 -0.82253 -3.92180 0.091
H -8.45674 -2.27125 -4.67853 0.102
H -2.94215 -1.63124 -2.86074 0.028
H -3.56601 -2.49109 -4.12684 0.058
C -3.48862 5.29771 -3.37937 -0.055
C -2.30849 4.92816 -2.51679 -0.424
C -2.77619 4.08103 -1.27713 -0.193
O -1.70753 4.02360 -0.36178 -0.242
C -2.12281 3.78006 1.03650 -0.032
N -1.18146 4.23842 -3.14777 0.063
H -3.06100 5.80310 -4.22723 0.077
H -4.16378 5.95202 -2.82489 0.087
H -4.10506 4.45387 -3.66969 0.080
H -1.87496 5.86642 -2.04862 0.132
H -3.06717 2.99993 -1.62695 0.157
H -3.63438 4.64651 -0.86122 0.127
H -2.40612 2.73176 1.19283 0.064
H -3.01172 4.35720 1.34393 0.103
H -1.29572 3.97730 1.65990 0.052
H -1.17467 4.42658 -4.12084 0.066
H -1.17916 3.25302 -3.02183 0.048
C -7.22453 -2.52121 0.90258 -0.034
C -6.30283 -1.55618 0.00708 -0.388
C -5.79883 -0.31321 0.75168 -0.181
O -4.92158 -0.63363 1.84177 -0.345
C -4.49036 0.58114 2.48778 -0.064
N -5.21227 -2.40532 -0.46092 0.021
H -8.13003 -1.96940 1.24957 0.088
H -6.65290 -2.88244 1.76117 0.061
H -7.64500 -3.33140 0.30934 0.073
H -6.96845 -1.13412 -0.80155 0.150
H -6.76298 0.09370 1.19945 0.156
H -5.35086 0.38273 0.09321 0.110
H -5.37380 1.16506 2.73469 0.097
H -3.96399 1.21473 1.75725 0.079
H -3.92825 0.34764 3.36688 0.088
H -5.52531 -3.06357 -1.11124 0.064
H -4.61128 -1.76875 -0.97752 0.027
C 1.77984 3.61864 5.19422 -0.023
C 0.72570 2.81886 6.00928 -0.503
C 0.79529 3.11061 7.52518 -0.118
C 0.26405 4.52389 7.85560 -0.172
C -1.15605 4.77715 7.35863 -0.149
C -1.29252 4.53054 5.87380 -0.452
N -0.65070 3.15171 5.59744 -0.072
O -0.69626 2.81986 4.20164 -0.088
C -2.79380 4.34978 5.53884 -0.048
C -0.77667 5.68828 4.86495 -0.021
C 0.95032 1.29806 5.79026 -0.026
H 1.47844 3.55506 4.10882 0.080
H 2.76519 3.27376 5.38458 0.071
H 1.82880 4.67202 5.46426 0.060
H 0.15943 2.41347 8.01884 0.108
H 1.84069 3.06085 7.93026 0.139
H 0.86379 5.33483 7.38494 0.110
H 0.34334 4.76887 8.91754 0.113
H -1.42583 5.84248 7.43684 0.132
H -1.90361 4.16486 7.87120 0.121
H -3.26887 5.34157 5.48582 0.089
H -2.88416 3.92101 4.53840 0.058
H -3.31340 3.62992 6.18917 0.089
H -1.49037 6.54910 4.99078 0.084
H 0.21836 6.13515 5.13181 0.075
H -0.86777 5.43164 3.79957 0.055
H -0.01841 0.79457 5.82684 0.093
H 1.67649 0.99765 6.52128 0.084
H 1.26575 1.11531 4.77024 0.042
H -1.27188 2.03837 4.10267 0.100
C 1.26304 -2.37716 -6.11761 0.000
C 0.69056 -2.89147 -4.74084 -0.453
C -0.60467 -3.77732 -4.91920 -0.144
C -0.36963 -5.20224 -5.43120 -0.161
C 0.58752 -5.82276 -4.40032 -0.131
C 1.93571 -5.06774 -4.30454 -0.501
N 1.64396 -3.68517 -3.89307 -0.080
O 2.82166 -2.88884 -3.76350 -0.053
C 2.85205 -5.64377 -3.15116 -0.021
C 2.78253 -5.29207 -5.55710 -0.043
C 0.31381 -1.68991 -3.87728 -0.058
H 1.91370 -3.10227 -6.59563 0.059
H 1.87744 -1.48838 -5.96867 0.068
H 0.47240 -2.16917 -6.84803 0.088
H -1.11744 -3.77601 -3.92822 0.094
H -1.34613 -3.26462 -5.54687 0.111
H 0.13950 -5.21148 -6.42180 0.113
H -1.36719 -5.67291 -5.49137 0.119
H 0.87705 -6.86393 -4.61154 0.127
H 0.03228 -5.78675 -3.44307 0.111
H 2.29852 -5.59797 -2.23799 0.063
H 2.97623 -6.71188 -3.41041 0.093
H 3.79953 -5.11520 -3.13029 0.051
H 2.17655 -5.21589 -6.46889 0.069
H 3.63040 -4.59679 -5.57709 0.091
H 3.31524 -6.26217 -5.56054 0.095
H -0.50459 -1.09594 -4.33077 0.089
H 1.16343 -1.03558 -3.76696 0.059
H -0.16096 -1.92083 -2.87537 0.073
H 2.88300 -2.60261 -2.81305 0.091
```

---

Entry from the OMol25 dataset: C12H17IN2Pd as an isolated structure at a distorted geometry (the ωB97M-V functional and the def2-TZVPD basis).

Expectation value of S²: 2.006
Spin multiplicity: 3
Frontier orbital gap (spin up / spin down): 6.324 / 6.458 eV
Electronic energy: -1002.450868 Eh
Largest force on an atom: 0.0538 hartree/bohr
Energy above the lowest of the compared OMol25 structures with the same formula, charge and spin: 0.000 eV

```
33
Properties=species:S:1:pos:R:3:nbo_charge:R:1
C 0.28924 -3.76750 1.37110 -0.605
C 1.66210 -3.69938 0.80079 -0.608
H 0.21873 -4.51046 2.11335 0.197
H -0.33782 -3.96194 0.53007 0.198
H 0.00269 -2.88780 1.91530 0.207
H 1.75763 -2.62696 0.50918 0.209
H 2.54408 -3.89999 1.42995 0.205
H 1.62981 -4.31764 -0.06806 0.197
Pd -0.15855 0.75340 -0.56261 0.829
C -0.04643 -0.28455 -2.28738 -0.995
H 0.76060 0.15186 -2.89219 0.193
H -1.04902 -0.00232 -2.64267 0.200
H 0.04594 -1.33747 -2.04227 0.207
I 0.87050 1.27587 1.88751 -0.693
N 0.52135 2.64507 -1.14504 -0.873
C -0.43842 3.70991 -0.98408 0.151
C -0.22461 5.03728 -1.26466 -0.200
C -1.30323 5.92237 -1.16163 -0.192
C -2.55090 5.50523 -0.70227 -0.205
C -2.84029 4.14112 -0.43903 0.001
C -4.01480 3.56500 0.14275 -0.154
C -4.00346 2.20397 0.49131 -0.242
C -2.86319 1.40984 0.37704 0.077
N -1.76751 2.02142 -0.06100 -0.423
C -1.70708 3.26871 -0.59413 0.121
H 1.06292 2.67589 -1.97398 0.396
H 1.22497 2.50774 -0.39169 0.435
H 0.77997 5.35419 -1.48877 0.228
H -1.07863 6.97521 -1.31952 0.226
H -3.27140 6.30489 -0.50665 0.223
H -4.93122 4.12524 0.36337 0.233
H -4.84526 1.71251 0.92705 0.226
H -2.76298 0.34862 0.56218 0.231
```

---

> What is the formula in the first record?

C43H36N6O5PRuS3

---

> Which formula does entry 3 have?

C12H17IN2Pd

---

> Which formula does entry 3 have?

C12H17IN2Pd

---

> What is the electronic energy in the third record?

-1002.450868 Eh